# 1
Here is 11 unconnected molecules or ions with the total composition C51H125N11O5 from the OMol25 dataset. Energies are from ωB97M-V/def2-TZVPD.

Positions of all 192 atoms, in Å:
C -4.9984 -3.8491 0.5690
C -4.5783 -3.9130 2.0209
N -4.9185 -5.1662 2.6380
C -4.0610 -6.3188 2.3644
C -2.6301 -6.0231 2.6857
C -6.3274 -5.5181 2.5555
C -7.2868 -4.6321 3.3475
H -4.1506 -4.2724 0.0303
H -4.9561 -2.7858 0.3330
H -5.9900 -4.1215 0.2074
H -3.5528 -3.5588 2.1264
H -5.2199 -3.1784 2.5075
H -4.2330 -7.2021 2.9794
H -4.2773 -6.6288 1.3421
H -2.2840 -5.1594 2.1180
H -2.5938 -5.8289 3.7576
H -2.1439 -6.9768 2.4802
H -6.4851 -6.5377 2.9072
H -6.6167 -5.5557 1.5053
H -7.4489 -3.6090 3.0080
H -6.9561 -4.5987 4.3856
H -8.1720 -5.2586 3.2388
C 1.1745 2.3621 6.2070
C 0.5312 3.5066 5.3576
N -0.8816 3.5082 4.9733
C -1.0531 2.6247 3.7901
C -0.4532 3.1482 2.4558
C -1.7607 2.9560 6.0838
C -1.7844 3.9658 7.2228
H 2.2249 2.5532 6.4267
H 1.1879 1.3075 5.9318
H 0.6657 2.3283 7.1704
H 0.6957 4.4448 5.8876
H 1.1618 3.4277 4.4720
H -0.4358 1.7616 4.0391
H -2.1214 2.4095 3.7709
H -0.4612 2.2433 1.8482
H -1.0981 3.8789 1.9675
H 0.5921 3.4487 2.5279
H -1.5951 1.9581 6.4898
H -2.7645 2.8099 5.6849
H -1.7355 5.0053 6.8986
H -0.8175 3.9536 7.7260
H -2.5565 3.7192 7.9516
C 1.4474 -5.6918 7.2016
C 0.3914 -4.6030 6.9430
N 0.7721 -3.2804 7.4713
C 1.9724 -2.8226 6.8588
C 1.9450 -2.3852 5.3869
C -0.3576 -2.3630 7.5590
C -0.1165 -1.2314 8.6768
H 2.3903 -5.5651 6.6698
H 0.9447 -6.6439 7.0317
H 1.7838 -5.6405 8.2372
H 0.2173 -4.6204 5.8671
H -0.5071 -4.8812 7.4938
H 2.2095 -2.0307 7.5693
H 2.7705 -3.5649 6.8631
H 2.9637 -2.0154 5.2705
H 1.7056 -3.2387 4.7527
H 1.2308 -1.5843 5.1952
H -1.2825 -2.9284 7.6731
H -0.3505 -1.8784 6.5827
H -1.0210 -0.6365 8.8031
H 0.7335 -0.5919 8.4386
H 0.1051 -1.7559 9.6063
C -0.5010 1.5046 -1.2695
C 0.3075 0.2584 -1.0930
N 0.3945 -0.1337 0.2932
C 1.6925 -0.5833 0.7327
C 2.0636 -0.3891 2.2073
C -0.7408 -0.9761 0.5814
C -0.7217 -2.3076 -0.1661
H -1.5795 1.5197 -1.1117
H -0.3490 1.8858 -2.2793
H -0.1135 2.2113 -0.5357
H 0.0788 -0.5685 -1.7653
H 1.3240 0.5440 -1.3636
H 2.5149 -0.1224 0.1856
H 1.8117 -1.6205 0.4194
H 1.2653 -0.7815 2.8372
H 2.1974 0.6864 2.3229
H 3.0337 -0.8316 2.4338
H -0.7810 -1.2119 1.6448
H -1.6548 -0.3860 0.5143
H -1.5313 -2.9636 0.1537
H -0.9597 -2.2157 -1.2258
H 0.1275 -2.9814 -0.0524
C 1.1876 2.4692 -4.6078
C 2.4921 2.4095 -5.4874
N 2.9238 3.7699 -6.0707
C 3.5635 4.5635 -5.0304
C 3.4676 6.0860 -5.0623
C 1.9881 4.4451 -6.9718
C 1.8597 3.6963 -8.3049
H 0.3660 2.6968 -5.2871
H 1.1852 3.1142 -3.7292
H 1.1729 1.4997 -4.1099
H 3.1524 2.0037 -4.7209
H 2.4884 1.5677 -6.1799
H 2.9819 4.2695 -4.1567
H 4.6144 4.2972 -4.9177
H 4.0337 6.5714 -4.2672
H 4.0094 6.4664 -5.9282
H 2.4532 6.4554 -5.2128
H 2.4529 5.3877 -7.2609
H 1.0066 4.7324 -6.5945
H 1.4621 4.4330 -9.0029
H 1.2215 2.8153 -8.2380
H 2.7895 3.3147 -8.7268
C 1.0009 7.6129 -3.0654
C 0.0438 6.6633 -3.9698
N -1.2870 6.2995 -3.4111
C -0.9076 5.2542 -2.4006
C -2.0960 4.8005 -1.4735
C -2.0900 7.4679 -3.1548
C -2.3389 8.4633 -4.2708
H 1.6547 8.0592 -3.8146
H 1.6323 7.0291 -2.3956
H 0.3969 8.3183 -2.4947
H -0.0224 7.0645 -4.9811
H 0.6117 5.7598 -4.1920
H -0.5490 4.3523 -2.8968
H -0.0941 5.6275 -1.7785
H -2.6196 5.6738 -1.0846
H -2.7536 4.0950 -1.9813
H -1.7520 4.2065 -0.6267
H -1.5133 7.9673 -2.3762
H -2.9860 7.0297 -2.7151
H -2.5545 8.0329 -5.2487
H -1.4738 9.1007 -4.4538
H -3.1452 9.1482 -4.0080
C -6.3434 -3.5624 -3.9668
N -5.2667 -2.8108 -3.3017
C -3.9428 -3.1878 -3.1897
C -3.3508 -4.3128 -4.0633
O -3.1850 -2.5988 -2.4018
H -6.2954 -4.6489 -3.8931
H -6.5922 -3.2429 -4.9787
H -7.1573 -3.1278 -3.3865
H -5.6001 -2.0807 -2.6886
H -2.6465 -3.9569 -4.8153
H -4.1253 -4.7365 -4.7026
H -2.8499 -5.0932 -3.4904
C 4.5362 -3.0015 -1.6618
N 4.8759 -2.1568 -2.7579
C 6.1930 -1.7971 -2.9390
C 6.5150 -0.7114 -3.9317
O 7.0688 -2.4134 -2.3167
H 4.5889 -4.0597 -1.9180
H 3.5338 -2.8488 -1.2618
H 5.1768 -2.8154 -0.7998
H 4.1698 -1.6309 -3.2526
H 7.6001 -0.6744 -3.8350
H 5.9259 0.1624 -3.6530
H 6.0908 -1.1768 -4.8214
C -3.3192 0.5223 -3.7809
N -4.7475 0.6382 -3.9791
C -5.6182 0.7694 -2.9449
C -5.0713 1.2121 -1.5446
O -6.7846 0.4734 -3.0352
H -2.8488 0.5219 -4.7642
H -2.9728 -0.3690 -3.2578
H -2.9316 1.4386 -3.3356
H -5.0019 0.1527 -4.8274
H -5.7621 1.0856 -0.7111
H -4.9976 2.2946 -1.4398
H -4.1024 0.7487 -1.3586
C 6.1857 -0.9908 3.1431
N 6.3646 -2.0005 4.2078
C 5.9555 -3.2981 3.9566
C 6.2241 -4.4266 5.0151
O 5.4762 -3.5811 2.8820
H 6.2962 -1.4519 2.1617
H 6.9885 -0.2546 3.1829
H 5.2002 -0.5312 3.2180
H 6.9941 -1.8945 4.9905
H 6.3241 -4.2177 6.0802
H 7.1781 -4.9329 4.8678
H 5.4097 -5.1469 4.9380
C 1.5833 -2.1096 -3.8435
N 2.4371 -2.3523 -4.9479
C 3.2260 -1.3844 -5.4048
C 4.0228 -1.6774 -6.5950
O 3.4770 -0.3519 -4.8141
H 1.0221 -1.2051 -4.0779
H 2.1110 -1.8920 -2.9150
H 0.9458 -2.9572 -3.5919
H 2.4010 -3.2452 -5.4186
H 4.6131 -0.8678 -7.0242
H 3.4244 -2.0013 -7.4466
H 4.6866 -2.5371 -6.5029

* E_tot: -2996.4523 hartree
* ΔE to the lowest compared entry with this formula, charge and spin: 180.2 kcal per mole
* Kohn-Sham gap: 0.294 Ha
* strongest force on any atom: 0.079 hartree/bohr
* charge: 0
* SMILES: CCN(CC)CC.CCN(CC)CC.CCN(CC)CC.CCN(CC)CC.CCN(CC)CC.CCN(CC)CC.CNC(C)=O.CNC(C)=O.CNC(C)=O.CNC(C)=O.CNC(C)=O
* HOMO level: -7.8 eV

# 2
Here is 9 unconnected molecules or ions with the total composition C51H128N8O17 from the OMol25 dataset. Energies are from ωB97M-V/def2-TZVPD.

Positions of all 204 atoms, in Å:
C -2.1361 -3.2368 4.5736
O -1.7670 -2.4150 3.4920
C -2.1039 -2.9316 2.2144
C -0.9760 -3.8096 1.6664
N -1.2421 -4.1796 0.2727
C -2.3517 -5.1343 0.1490
C -2.3697 -5.7416 -1.2443
O -3.6968 -6.2270 -1.5212
C -3.8093 -6.6725 -2.8480
H -3.1674 -3.5909 4.4413
H -2.3046 -2.5814 5.4346
H -1.4220 -4.0197 4.8274
H -2.0577 -2.0513 1.5662
H -3.1324 -3.2943 2.1763
H -0.7375 -4.6348 2.3445
H -0.1290 -3.1307 1.5672
H -0.4152 -4.6154 -0.1197
H -3.2842 -4.6589 0.4368
H -2.1366 -6.0025 0.7912
H -1.5907 -6.4838 -1.4089
H -2.3196 -4.8853 -1.9264
H -3.2965 -7.6195 -3.0289
H -3.3885 -5.9270 -3.5383
H -4.8409 -6.7231 -3.1948
C 7.4598 5.7044 7.5670
O 6.5194 4.6902 7.9605
C 6.6765 3.4353 7.3435
C 6.1242 3.4304 5.9107
N 6.2626 2.0759 5.3966
C 5.2851 1.7428 4.3768
C 5.4768 0.4560 3.5676
O 4.1903 -0.0594 3.3096
C 3.6360 0.3437 2.0371
H 7.4988 5.6904 6.4741
H 8.4639 5.4308 7.9045
H 6.9978 6.5764 8.0177
H 6.1376 2.6236 7.8306
H 7.7171 3.0847 7.3022
H 6.5712 4.2118 5.2831
H 5.0757 3.7319 5.9869
H 7.2300 1.9607 5.1234
H 4.9033 2.6557 3.8896
H 4.3038 1.5402 4.8331
H 6.0463 -0.2937 4.1171
H 6.0067 0.7473 2.6541
H 4.3271 0.4744 1.2049
H 3.2338 1.3421 2.2397
H 2.8164 -0.3417 1.8561
C -0.2551 -2.6818 -2.5350
O 0.2631 -1.7668 -3.4538
C 1.3405 -2.1795 -4.2684
C 1.5686 -1.1524 -5.3642
N 2.4992 -1.6936 -6.3423
C 1.8348 -2.5321 -7.3257
C 2.7449 -3.3471 -8.2027
O 3.7378 -2.5878 -8.8626
C 3.2910 -1.6218 -9.7867
H -1.2251 -2.3631 -2.1462
H 0.3927 -2.8762 -1.6785
H -0.5822 -3.5821 -3.0756
H 1.1213 -3.1705 -4.6850
H 2.2386 -2.2917 -3.6554
H 2.1196 -0.3816 -4.8230
H 0.6596 -0.8336 -5.8822
H 3.0247 -1.0672 -6.9398
H 1.0219 -2.0000 -7.8461
H 1.2743 -3.3231 -6.8041
H 2.1489 -3.9282 -8.9257
H 3.2432 -4.1909 -7.7221
H 4.1747 -1.1151 -10.1649
H 2.5704 -0.9289 -9.3426
H 2.7933 -2.0800 -10.6498
C 1.1265 -1.5475 3.8895
O 1.5069 -2.8998 4.0499
C 2.5210 -2.9963 5.0468
C 3.2170 -4.3182 4.9633
N 3.9621 -4.4779 3.7484
C 4.8431 -5.6307 3.7465
C 6.2028 -5.3375 4.4557
O 6.5716 -6.4467 5.2311
C 7.9108 -6.3136 5.6765
H 2.0070 -0.9825 3.5707
H 0.8723 -1.1227 4.8701
H 0.2927 -1.3823 3.2189
H 1.9940 -2.8777 5.9992
H 3.2664 -2.2023 4.9219
H 2.5182 -5.1329 5.1933
H 3.8190 -4.4500 5.8833
H 4.4751 -3.6836 3.3951
H 5.1140 -6.0169 2.7582
H 4.3180 -6.5006 4.1461
H 6.0763 -4.3972 5.0079
H 6.8936 -5.0575 3.6491
H 8.2037 -7.0913 6.3832
H 8.0853 -5.3559 6.1742
H 8.5459 -6.4685 4.7961
C -1.2013 8.0634 6.7832
O -0.9129 7.2025 5.7143
C -2.0142 6.5016 5.1720
C -1.6750 5.4983 4.0594
N -0.7510 4.5226 4.5758
C -0.1350 3.7663 3.5151
C 0.5878 2.5210 4.0472
O 1.6022 2.8920 4.9297
C 1.9199 1.8886 5.8760
H -1.5003 9.0324 6.3545
H -0.2640 8.3226 7.2750
H -1.9822 7.6581 7.4302
H -2.8380 7.1641 4.8813
H -2.3886 5.9315 6.0353
H -1.2961 6.1121 3.2310
H -2.6376 5.0684 3.7813
H -0.0609 4.7593 5.2704
H 0.6014 4.3700 2.9550
H -0.8105 3.3971 2.7390
H 0.8930 1.9097 3.1927
H -0.2654 2.0651 4.5731
H 1.1088 1.8951 6.6083
H 2.8773 2.0865 6.3530
H 2.0293 0.9142 5.3902
C 1.8509 4.7788 -1.3436
O 0.5013 4.4299 -1.3563
C -0.4036 5.4428 -1.7177
C -1.7299 5.2411 -0.9497
N -2.3445 4.0786 -1.5440
C -3.5329 3.6085 -0.8137
C -4.3765 2.6797 -1.6971
O -5.6624 2.6453 -1.1227
C -6.5350 1.7756 -1.7812
H 2.1140 5.5232 -2.1036
H 2.5315 3.9378 -1.4735
H 2.2094 5.2477 -0.4172
H -0.4779 5.5523 -2.8091
H -0.0006 6.4543 -1.5431
H -2.2767 6.1784 -1.0423
H -1.3714 5.1231 0.0817
H -1.6817 3.3122 -1.5265
H -4.1010 4.4912 -0.5244
H -3.2277 3.0738 0.0934
H -3.9404 1.6953 -1.9262
H -4.5547 3.0697 -2.7128
H -7.5820 1.9470 -1.5301
H -6.2751 0.7587 -1.4548
H -6.5395 1.7506 -2.8788
C -8.5500 -2.3278 -4.6900
O -8.2073 -3.1252 -3.5696
C -7.3292 -2.4746 -2.6822
C -6.6101 -3.4989 -1.7962
N -5.3231 -3.0707 -1.2631
C -5.4985 -1.9893 -0.2935
C -5.6986 -2.5184 1.1645
O -6.9650 -2.9198 1.6057
C -8.0208 -2.0129 1.3930
H -8.6499 -1.2668 -4.4449
H -9.5028 -2.6960 -5.0636
H -7.7574 -2.4408 -5.4356
H -7.8598 -1.7999 -1.9955
H -6.6421 -1.8027 -3.2086
H -6.6285 -4.4396 -2.3589
H -7.2587 -3.8382 -0.9710
H -5.0404 -3.8723 -0.7078
H -6.2349 -1.2148 -0.5020
H -4.5741 -1.4078 -0.2114
H -5.4183 -1.6730 1.8130
H -4.9246 -3.2772 1.2899
H -7.8476 -1.4173 0.4964
H -8.0861 -1.2589 2.1899
H -8.9937 -2.4945 1.4144
C 3.9857 1.9498 -7.4371
O 2.6397 1.5843 -7.5393
C 1.9653 2.0819 -8.6709
C 0.4832 2.1863 -8.4288
N 0.1400 2.7106 -7.1109
C -1.3180 2.9715 -6.9792
C -1.6284 3.1581 -5.5244
O -1.6358 1.9207 -4.8306
C -1.6989 2.0564 -3.4234
H 4.3247 1.7277 -6.4234
H 4.2582 2.9934 -7.6151
H 4.6638 1.3377 -8.0434
H 2.1904 1.6270 -9.6425
H 2.3239 3.1189 -8.7736
H 0.0278 1.2034 -8.6366
H 0.0333 2.8388 -9.1837
H 0.3333 1.9497 -6.4606
H -1.8804 2.1347 -7.4132
H -1.3717 3.8497 -7.6282
H -2.6749 3.4989 -5.4779
H -0.9949 3.8912 -5.0191
H -0.6693 2.0140 -3.0535
H -2.3180 1.2674 -3.0041
H -2.0937 3.0281 -3.1074
C -1.8114 0.0165 -0.0491
C -0.4349 0.2357 0.5910
C 0.7115 -0.4672 -0.1791
O -0.1103 1.6216 0.7059
H -1.8412 0.6272 -0.9535
H -2.5241 0.3523 0.7062
H -1.9474 -1.0509 -0.2175
H -0.4665 -0.1313 1.6206
H 0.9557 -0.0146 -1.1404
H 0.5150 -1.5112 -0.4423
H 1.4936 -0.4894 0.5803
H -0.1123 1.9082 -0.2198

* E_tot: -3736.4925 hartree
* ΔE to the lowest compared entry with this formula, charge and spin: 95.9 kcal per mole
* Kohn-Sham gap: 0.326 Ha
* strongest force on any atom: 0.055 hartree/bohr
* charge: 0
* SMILES: COCCNCCOC.COCCNCCOC.COCCNCCOC.COCCNCCOC.COCCNCCOC.COCCNCCOC.COCCNCCOC.COCCNCCOC.CC(C)O
* HOMO level: -8.3 eV